Molecular formula: C24H62N6Na3O8Sr
Method: DFT, ωB97M-V/def2-TZVPD

Summary:
- DFT total energy (eV) = -65274.27362
- total charge = +3
- Kohn-Sham gap (eV) = 5.21

```
104
C24H62N6Na3O8Sr, DFT ωB97M-V/def2-TZVPD
Na 2.568 -1.640 2.021
Na -1.301 -1.372 -4.303
Na -0.828 -4.057 -1.705
Sr 2.242 -1.422 -1.885
O -0.483 -1.465 -1.903
C -1.003 -0.718 -0.792
C -0.050 -0.089 0.320
O 1.320 -0.008 0.246
H -1.818 -1.349 -0.437
H -1.628 0.069 -1.213
H -0.239 -0.469 1.324
H -0.446 0.886 0.604
C -5.255 -4.673 -1.687
C -4.202 -3.741 -2.258
C -4.872 -2.433 -2.662
O -3.911 -1.647 -3.406
C -4.208 -0.209 -3.558
N -3.232 -3.524 -1.151
H -6.108 -4.235 -1.169
H -4.938 -5.489 -1.039
H -5.696 -5.284 -2.475
H -3.685 -4.176 -3.114
H -5.424 -1.948 -1.857
H -5.674 -2.707 -3.347
H -3.483 0.140 -4.294
H -4.002 0.379 -2.664
H -5.212 -0.026 -3.941
H -3.652 -3.791 -0.272
H -2.882 -2.577 -1.184
C -0.623 4.985 -3.368
C -1.375 3.688 -2.986
C -2.480 4.006 -2.048
O -2.151 4.672 -0.869
C -1.253 3.974 -0.036
N -1.952 3.063 -4.119
H 0.194 4.773 -4.058
H -0.270 5.383 -2.417
H -1.275 5.612 -3.977
H -0.731 3.064 -2.366
H -3.118 3.138 -1.881
H -3.211 4.587 -2.611
H -1.204 4.395 0.968
H -0.290 4.132 -0.522
H -1.585 2.936 -0.022
H -2.551 2.352 -3.723
H -1.201 2.588 -4.599
C 0.057 -3.684 1.792
C 0.150 -5.180 1.781
C -0.315 -5.918 3.006
O 0.287 -5.488 4.272
C -0.059 -6.346 5.358
N -0.552 -5.476 0.587
H 0.520 -3.140 0.969
H 0.634 -3.310 2.638
H -0.896 -3.174 1.939
H 1.194 -5.472 1.663
H -0.257 -7.004 2.938
H -1.387 -5.720 2.990
H 0.255 -7.383 5.245
H -1.139 -6.304 5.496
H 0.405 -6.170 6.329
H -0.224 -6.393 0.317
H -1.507 -5.495 0.917
C 5.835 0.946 -0.785
C 4.517 0.460 -1.219
C 3.777 1.521 -1.980
O 2.568 0.963 -2.373
C 1.720 1.924 -3.088
N 4.744 -0.698 -1.990
H 5.908 1.934 -0.329
H 6.517 0.963 -1.636
H 6.190 0.173 -0.104
H 3.934 0.339 -0.306
H 4.427 1.971 -2.730
H 3.571 2.355 -1.308
H 0.751 1.442 -3.224
H 2.163 2.177 -4.052
H 1.567 2.877 -2.583
H 5.125 -1.332 -1.301
H 5.592 -0.509 -2.504
C -2.494 1.892 2.735
O -3.535 2.474 2.893
N -1.393 2.318 3.410
C -0.078 1.529 3.448
C -1.364 3.669 4.033
H -2.199 1.046 2.096
H -0.271 0.458 3.510
H 0.503 1.677 4.359
H 0.559 1.670 2.575
H -0.705 4.307 3.444
H -2.285 4.250 4.071
H -1.069 3.613 5.081
C 3.749 1.627 1.870
O 4.354 0.533 1.922
N 4.173 2.818 2.306
C 3.445 4.021 2.199
C 5.500 2.944 2.871
H 2.876 1.698 1.203
H 3.734 4.672 3.023
H 2.395 3.749 2.316
H 3.755 4.481 1.261
H 5.813 1.936 3.142
H 6.066 3.509 2.130
H 5.574 3.487 3.813
```

Atomic partial charges in e from the Löwdin method, atoms 1 to 6:
1. Na 0.66
2. Na 0.71
3. Na 0.58
4. Sr 1.62
5. O -0.51
6. C -0.29

***

Molecular formula: C24H63ClIN4O2PS2Si2
Method: DFT, ωB97M-V/def2-TZVPD

Summary:
- structure (SMILES) = CCC[Si@](S)(O[Si@](N)(S)C[C@@H](C)I)P(O)Cl.CCN(CC)CC.CCN(CC)CC.CCN(CC)CC
- DFT total energy (eV) = -103309.87644
- energy above the lowest of the compared OMol25 structures with the same formula, charge and spin (eV) = 0.000
- Kohn-Sham gap (eV) = 8.26

```
100
C24H63ClIN4O2PS2Si2, DFT ωB97M-V/def2-TZVPD
C -1.648 -1.260 0.420
C -1.440 -0.420 -0.836
C 0.046 -0.044 -1.074
Si 0.607 -0.492 -2.785
S 0.891 -2.593 -3.056
O 1.907 0.377 -3.294
Si 3.493 0.318 -2.873
N 4.287 -0.844 -3.862
S 3.784 -0.387 -0.876
C 4.215 1.997 -3.241
C 3.652 3.291 -2.656
C 2.157 3.479 -2.862
I 4.126 3.533 -0.570
P -1.155 0.050 -4.142
O -1.286 1.628 -3.660
Cl -0.119 0.277 -5.922
H -0.930 -2.082 0.458
H -1.520 -0.650 1.316
H -2.646 -1.699 0.431
H -1.847 -0.977 -1.685
H -2.025 0.499 -0.765
H 0.200 1.035 -0.965
H 0.682 -0.524 -0.325
H 1.208 -2.844 -1.778
H 5.113 -1.265 -3.451
H 3.671 -1.608 -4.128
H 3.233 0.625 -0.190
H 4.104 2.082 -4.331
H 5.290 1.934 -3.048
H 4.183 4.132 -3.092
H 1.567 2.871 -2.176
H 1.872 4.521 -2.722
H 1.897 3.168 -3.878
H -0.477 2.155 -3.790
C 9.500 -4.224 3.295
C 8.935 -3.213 2.310
N 7.649 -3.611 1.762
C 7.239 -2.827 0.610
C 6.955 -1.334 0.813
C 6.611 -3.902 2.739
C 6.241 -2.802 3.741
H 9.532 -5.218 2.847
H 10.513 -3.938 3.578
H 8.910 -4.280 4.210
H 9.619 -3.119 1.462
H 8.911 -2.222 2.793
H 6.350 -3.304 0.188
H 8.028 -2.931 -0.142
H 6.020 -1.163 1.345
H 6.866 -0.842 -0.157
H 7.758 -0.839 1.362
H 6.916 -4.788 3.300
H 5.721 -4.200 2.178
H 7.131 -2.344 4.177
H 5.660 -3.230 4.560
H 5.645 -2.010 3.291
C -1.438 1.479 4.031
C -2.909 1.267 3.706
N -3.590 0.423 4.671
C -4.889 -0.043 4.216
C -5.991 0.998 3.985
C -3.511 0.859 6.056
C -4.022 2.266 6.393
H -0.935 0.520 4.170
H -0.952 2.010 3.211
H -1.296 2.074 4.934
H -2.987 0.762 2.739
H -3.388 2.251 3.573
H -5.242 -0.787 4.936
H -4.722 -0.583 3.279
H -6.385 1.395 4.920
H -6.822 0.537 3.447
H -5.634 1.835 3.384
H -2.468 0.788 6.372
H -4.051 0.120 6.654
H -3.650 3.006 5.683
H -3.669 2.558 7.384
H -5.109 2.325 6.400
C -5.679 0.728 -1.116
C -5.396 1.433 -2.434
N -5.244 0.514 -3.547
C -4.649 1.122 -4.725
C -5.439 2.205 -5.469
C -6.354 -0.395 -3.779
C -7.737 0.219 -4.027
H -4.923 -0.037 -0.924
H -5.658 1.449 -0.297
H -6.659 0.250 -1.105
H -4.451 1.977 -2.350
H -6.174 2.197 -2.602
H -4.401 0.317 -5.424
H -3.695 1.547 -4.401
H -6.272 1.792 -6.038
H -4.780 2.715 -6.173
H -5.836 2.957 -4.784
H -6.426 -1.067 -2.920
H -6.075 -1.028 -4.626
H -7.961 1.004 -3.303
H -8.506 -0.549 -3.925
H -7.830 0.649 -5.024
```

Atomic partial charges in e from the Löwdin method, atoms 1 to 6:
1. C -0.10
2. C -0.32
3. C -0.30
4. Si -0.04
5. S 0.49
6. O -0.37

***

Molecular formula: C24H64B2F8O8V
Method: DFT, ωB97M-V/def2-TZVPD

Summary:
- DFT total energy (eV) = -91099.38927
- energy above the lowest of the compared OMol25 structures with the same formula, charge and spin (eV) = 1.704
- 2S+1 = 4
- Kohn-Sham gap (spin up / spin down) (eV) = 9.29 / 9.39

```
107
C24H64B2F8O8V, DFT ωB97M-V/def2-TZVPD
V 2.129 -0.435 -1.510
B 0.262 0.626 0.247
F 0.622 1.055 -1.037
F 1.079 -0.496 0.443
F 0.493 1.647 1.158
F -1.066 0.227 0.203
B 2.906 0.396 -3.916
F 4.242 0.729 -3.664
F 2.645 0.423 -5.279
F 2.719 -0.927 -3.466
F 2.209 1.301 -3.131
C -0.177 -1.186 -4.467
C -0.712 -1.734 -3.145
C -1.036 -3.223 -3.169
O 0.231 -1.450 -2.099
H 0.577 -1.880 -4.836
H 0.078 -0.132 -4.375
H -0.968 -1.160 -5.222
H -1.606 -1.134 -2.931
H -1.887 -3.423 -3.819
H -1.181 -3.640 -2.173
H -0.150 -3.712 -3.586
H -0.221 -1.714 -1.275
C -1.532 -5.113 1.134
C -1.386 -3.656 1.443
C -0.257 -3.400 2.463
O -1.061 -2.870 0.288
H -1.519 -5.673 2.070
H -0.667 -5.448 0.552
H -2.371 -5.453 0.525
H -2.233 -3.207 1.969
H 0.754 -3.281 2.064
H -0.163 -4.171 3.229
H -0.401 -2.432 2.948
H -1.888 -2.500 -0.074
C -2.233 2.347 -5.427
C -2.140 3.225 -4.185
C -1.337 2.519 -3.120
O -1.674 4.523 -4.532
H -1.278 2.526 -5.935
H -2.991 2.637 -6.155
H -2.262 1.278 -5.220
H -3.135 3.349 -3.733
H -1.101 3.034 -2.191
H -0.365 2.250 -3.555
H -1.779 1.561 -2.840
H -2.293 4.910 -5.156
C 2.348 -4.722 -0.483
C 2.755 -3.307 -0.064
C 3.988 -3.414 0.834
O 3.119 -2.518 -1.205
H 3.154 -5.297 -0.940
H 1.500 -4.642 -1.169
H 2.014 -5.301 0.379
H 1.949 -2.855 0.508
H 3.763 -3.687 1.865
H 4.409 -2.406 0.869
H 4.718 -4.110 0.421
H 3.687 -3.069 -1.756
C 0.932 4.320 -0.929
C 2.244 4.419 -0.096
C 1.927 5.068 1.252
O 2.725 3.096 0.135
H 0.275 3.644 -0.382
H 1.194 3.952 -1.918
H 0.400 5.271 -0.971
H 2.982 4.954 -0.689
H 1.467 6.056 1.199
H 2.877 5.178 1.777
H 1.248 4.435 1.827
H 1.987 2.585 0.473
C 4.034 0.394 4.299
C 3.594 1.468 3.306
C 3.512 2.858 3.941
O 4.582 1.512 2.285
H 4.154 -0.584 3.838
H 3.407 0.405 5.193
H 5.007 0.727 4.679
H 2.625 1.221 2.865
H 3.457 3.559 3.109
H 4.458 3.115 4.425
H 2.606 3.010 4.527
H 5.408 1.656 2.761
C -5.540 -2.655 0.757
C -4.754 -1.833 -0.263
C -4.104 -0.610 0.360
O -3.666 -2.583 -0.827
H -6.463 -2.160 1.072
H -4.989 -2.752 1.697
H -5.835 -3.657 0.445
H -5.403 -1.464 -1.063
H -4.806 -0.058 0.982
H -3.681 0.018 -0.421
H -3.290 -0.986 0.982
H -4.036 -3.228 -1.439
C -2.251 1.147 3.545
C -1.801 2.612 3.446
C -2.304 3.392 4.634
O -0.382 2.639 3.449
H -1.747 0.497 2.826
H -3.313 0.938 3.391
H -2.012 0.734 4.529
H -2.305 3.017 2.560
H -2.045 4.441 4.777
H -2.139 2.915 5.606
H -3.402 3.411 4.611
H -0.112 2.119 2.664
```

Atomic partial charges in e from the Löwdin method, atoms 1 to 6:
1. V 1.22
2. B -1.28
3. F 0.10
4. F 0.12
5. F 0.15
6. F 0.17

***

Molecular formula: C24H64BO30
Method: DFT, ωB97M-V/def2-TZVPD

Summary:
- DFT total energy (eV) = -88025.72991
- total charge = -1
- energy above the lowest of the compared OMol25 structures with the same formula, charge and spin (eV) = 6.018
- Kohn-Sham gap (eV) = 9.02

```
119
C24H64BO30, DFT ωB97M-V/def2-TZVPD
O 2.184 2.989 -1.920
C 1.477 2.125 -1.386
O 0.157 2.207 -1.274
B -0.328 1.017 -0.547
O 0.862 0.204 -0.176
C 1.907 0.723 -0.793
O 3.033 0.217 -0.788
O -1.234 0.392 -1.532
C -2.481 0.654 -1.195
O -3.504 0.452 -1.893
C -2.497 1.305 0.256
O -1.180 1.406 0.604
O -3.502 1.486 0.989
O -8.374 -3.810 -1.780
H -8.225 -3.997 -0.853
H -7.510 -3.580 -2.121
O -10.947 -0.513 -4.452
H -10.486 -1.308 -4.184
H -10.938 -0.540 -5.409
C -5.765 3.191 8.654
C -4.404 2.761 8.097
O -3.965 3.589 7.065
O -6.741 3.245 7.617
H -5.838 4.188 9.088
H -6.170 2.428 9.318
H -4.434 1.815 7.556
H -3.633 2.727 8.867
H -4.345 3.452 6.194
H -6.567 3.968 7.010
C -5.204 -5.990 5.312
C -5.471 -5.925 3.788
O -5.967 -4.645 3.421
O -4.444 -4.794 5.706
H -4.630 -6.893 5.519
H -6.174 -6.019 5.810
H -6.078 -6.759 3.437
H -4.530 -5.898 3.238
H -5.550 -3.993 3.989
H -4.148 -4.813 6.619
C -6.643 -1.873 -10.114
C -6.732 -2.297 -8.721
O -6.164 -3.564 -8.404
O -5.319 -1.587 -10.350
H -7.231 -0.990 -10.367
H -7.035 -2.699 -10.707
H -7.771 -2.342 -8.395
H -6.371 -1.528 -8.037
H -5.218 -3.605 -8.247
H -5.214 -1.078 -11.157
C 10.440 2.534 5.735
C 9.431 1.345 5.287
O 9.578 1.128 3.947
O 9.892 3.741 5.129
H 11.430 2.404 5.298
H 10.311 2.557 6.817
H 8.409 1.432 5.655
H 9.945 0.455 5.651
H 9.071 1.814 3.508
H 9.604 3.667 4.216
C 10.291 5.548 -1.066
C 11.381 4.496 -1.543
O 10.890 3.527 -2.429
O 9.386 4.921 -0.244
H 9.840 6.024 -1.937
H 10.869 6.240 -0.454
H 11.727 4.042 -0.614
H 12.220 4.995 -2.028
H 10.443 2.810 -1.974
H 8.726 4.703 -0.905
C -11.855 2.195 1.049
C -11.893 3.434 1.970
O -11.092 4.445 1.406
O -12.341 2.652 -0.207
H -12.599 1.493 1.424
H -10.855 1.766 0.980
H -11.552 3.333 3.000
H -12.902 3.837 2.051
H -11.626 4.762 0.674
H -12.049 2.138 -0.964
C 1.219 8.080 -5.265
C 2.063 9.209 -4.668
O 2.825 8.633 -3.596
O 0.465 8.507 -6.352
H 0.574 7.572 -4.548
H 2.017 7.390 -5.537
H 1.417 9.985 -4.258
H 2.735 9.496 -5.476
H 3.088 7.736 -3.817
H -0.420 8.161 -6.220
C 0.158 -6.467 -3.378
C 0.516 -7.566 -2.412
O 1.740 -7.312 -1.622
O 1.404 -6.239 -4.077
H -0.209 -5.574 -2.871
H -0.650 -6.620 -4.093
H 0.674 -8.437 -3.048
H -0.265 -7.902 -1.729
H 2.176 -6.578 -2.061
H 1.248 -5.357 -4.423
C 9.102 -3.954 -4.045
C 9.556 -2.515 -3.912
O 9.894 -2.376 -2.561
O 7.884 -4.299 -3.360
H 9.863 -4.554 -3.546
H 9.084 -4.244 -5.095
H 8.832 -1.763 -4.226
H 10.515 -2.387 -4.414
H 9.013 -2.350 -2.180
H 8.092 -4.334 -2.423
C 2.760 -3.148 5.949
C 3.374 -4.512 5.863
O 2.519 -5.551 6.452
O 3.242 -2.648 7.145
H 1.672 -3.161 5.896
H 2.974 -2.491 5.106
H 4.346 -4.442 6.351
H 3.547 -4.850 4.841
H 2.415 -5.182 7.332
H 2.764 -1.894 7.497
```

Atomic partial charges in e from the Löwdin method, atoms 1 to 6:
1. O 0.09
2. C -0.34
3. O 0.22
4. B -0.87
5. O 0.23
6. C -0.35